Entry from the OMol25 dataset: a 2-piece molecular cluster, C4H5IN2 overall at a distorted geometry (the ωB97M-V functional and the def2-TZVPD basis).

Structure (XYZ):
```
12
Properties=species:S:1:pos:R:3
C 0.01 1.47 -1.17
C 0.94 1.68 -0.21
C -0.51 0.23 -0.74
C -0.03 -1.47 1.14
N 0.98 0.72 0.73
N 0.12 -0.28 0.32
I -2.45 -1.47 -2.26
H -0.22 2.04 -2.06
H 1.43 2.60 0.02
H 0.94 -1.76 1.50
H -0.63 -1.43 2.19
H -0.59 -2.31 0.53
```

Properties
* frontier orbital gap (alpha / beta): 7.1 / 6.9 eV
* energy: -15305.819 eV
* LUMO level (alpha / beta): -2.4349 / -2.6421 eV

natural (NBO) population analysis, charges in e, atoms 1 to 8: C -0.43; C -0.04; C 0.38; C -0.42; N -0.25; N -0.29; I -0.13; H 0.26

Entry from the OMol25 dataset: a 2-piece molecular cluster, H3N2O2P overall at a distorted geometry (the ωB97M-V functional and the def2-TZVPD basis).

Structure (XYZ):
```
8
Properties=species:S:1:pos:R:3
N 1.77 0.11 0.16
N -2.11 0.42 -0.13
O -2.41 1.24 -1.00
O -2.71 -0.10 0.72
P 0.47 -0.73 -0.51
H 1.86 1.01 -0.15
H 2.70 -0.18 0.53
H 0.42 -1.77 0.37
```

Properties
* frontier orbital gap (alpha / beta): 8.8 / 6.5 eV
* energy: -16407.721 eV
* LUMO level (alpha / beta): -0.5105 / -1.1763 eV

Computed natural (NBO) charges, given in elementary charges: N -1.13; N 0.49; O -0.34; O -0.29; P 0.57; H 0.38; H 0.41; H -0.09

Entry from the OMol25 dataset: C23H17N4O4PPbSe2 as an isolated structure (the ωB97M-V functional and the def2-TZVPD basis).

Structure (XYZ):
```
52
Properties=species:S:1:pos:R:3
Pb 0.41 1.17 -0.12
Se -0.57 0.24 2.11
P -1.59 -1.23 0.79
Se -0.81 -0.83 -1.27
C -1.15 -2.90 1.26
C -0.31 -3.71 0.50
C -0.01 -4.99 0.95
C -0.54 -5.44 2.15
C -1.38 -4.63 2.91
C -1.69 -3.36 2.46
C -3.35 -1.04 0.85
C -3.96 0.03 1.50
C -5.35 0.11 1.52
C -6.11 -0.86 0.89
C -5.49 -1.93 0.23
C -4.11 -2.03 0.22
H 0.10 -3.36 -0.44
H 0.62 -5.63 0.36
H -0.31 -6.44 2.49
H -1.79 -4.99 3.84
H -2.37 -2.74 3.04
H -3.37 0.79 2.00
H -5.83 0.93 2.03
H -7.18 -0.80 0.90
H -6.09 -2.69 -0.26
H -3.64 -2.87 -0.27
O 1.49 6.85 -2.02
C 1.29 6.06 -3.05
O 1.34 6.42 -4.19
C 0.97 4.61 -2.79
C 0.71 3.74 -3.84
N 0.49 2.53 -3.33
N 0.58 2.54 -1.99
C 0.88 3.80 -1.65
C 1.02 4.12 -0.20
O 1.26 5.23 0.19
O 0.88 3.08 0.62
H 1.41 6.40 -1.16
H 0.68 3.95 -4.90
H 0.25 1.69 -3.83
N 7.61 -1.25 0.39
C 6.53 -0.87 0.30
C 5.17 -0.41 0.19
C 4.90 0.90 -0.19
C 3.59 1.30 -0.28
N 2.57 0.46 -0.03
C 2.83 -0.81 0.33
C 4.12 -1.28 0.45
H 5.70 1.60 -0.39
H 3.33 2.32 -0.55
H 1.98 -1.45 0.53
H 4.30 -2.30 0.75
```

Properties
* frontier orbital gap: 6.4 eV
* energy: -183491.815 eV
* LUMO level: -8.7841 eV
* total charge: +2

natural (NBO) population analysis, charges in e, atoms 1 to 8: Pb 1.57; Se -0.13; P 1.07; Se -0.18; C -0.39; C -0.22; C -0.19; C -0.14